(1)
43
Properties=species:S:1:pos:R:3 method="wB97M-V/def2-TZVPD" de_lowest_kcal_mol=10.9 e_lumo_ha=0.07096 homo_energy_ev=-5.10 gap_ev=7.028 e_tot_ev=-45114.8752 total_charge=-1
C 1.68 -1.71 -0.57
N -5.32 -1.25 -0.17
C -1.89 1.85 0.07
C 2.36 4.09 1.25
N -7.33 -2.14 -0.19
N -7.41 -0.79 -0.14
H 4.01 1.99 1.79
C -4.19 -4.02 -0.30
O -1.99 3.04 0.35
Cd -3.23 -1.05 -0.20
C 4.68 1.35 -0.15
H 5.60 0.91 0.22
C 3.01 -2.00 -0.72
H 3.04 3.45 -0.69
N -2.05 -3.96 -0.35
C 2.85 3.00 0.30
N -5.52 -3.66 -0.26
H 5.03 -1.28 -0.71
C 4.17 2.42 0.80
O -0.95 -1.03 -0.22
N -6.25 -0.26 -0.13
F 3.40 -3.25 -1.00
O -2.84 1.05 -0.20
H -6.18 -4.42 -0.28
H 4.89 3.23 0.90
H 1.55 4.68 0.82
C 0.54 2.19 0.17
N -2.43 -5.18 -0.39
H 2.02 3.66 2.19
C 1.30 -0.39 -0.28
N -3.77 -5.27 -0.36
C -0.13 -0.10 -0.16
C 3.98 -1.01 -0.59
C -6.03 -2.39 -0.21
H 0.23 3.21 0.32
H 0.91 -2.47 -0.65
H 4.90 1.80 -1.13
N -3.15 -3.16 -0.30
H 3.19 4.77 1.46
N 1.87 1.91 0.14
C -0.46 1.28 0.02
C 3.63 0.29 -0.30
C 2.27 0.61 -0.14

=====

(2)
84
Properties=species:S:1:pos:R:3 method="wB97M-V/def2-TZVPD" de_lowest_kcal_mol=0.0 e_lumo_ha=-0.31802 homo_energy_ev=-15.44 gap_ev=6.783 e_tot_ev=-95215.7412 total_charge=+3
H -4.33 3.69 -0.68
H 5.01 2.69 0.81
C 1.30 3.17 3.22
H -1.15 -3.97 5.25
H 1.33 -6.53 -1.80
C -0.22 -1.64 3.00
H 3.58 3.32 4.65
N 0.99 -5.01 -0.37
O -2.14 1.41 -0.78
H -2.05 0.50 2.12
N 1.50 -2.32 -4.23
H -3.58 1.38 3.88
C 0.54 -3.84 -0.89
N -3.91 2.78 -0.54
H -2.45 -3.22 1.23
H -3.69 -0.71 -0.82
H 2.16 -2.75 1.63
Pb -0.24 -0.63 -0.25
C 3.03 2.33 0.40
H -2.74 -5.06 -3.63
P -0.22 -3.74 -2.54
C -1.78 -2.88 -2.16
N -1.00 -1.96 1.97
H 2.19 -5.48 1.34
I -1.04 4.83 0.29
H -1.02 3.39 -1.96
H -0.43 4.01 5.12
C -3.12 -4.08 -3.92
N -1.98 -1.91 -1.27
C -2.12 2.76 4.64
H 2.74 -0.84 -5.16
N 0.96 -2.82 -0.15
H 1.33 7.70 4.11
H 3.43 7.52 5.41
H -4.88 -2.25 -2.76
C 2.06 -1.08 -4.36
H -2.62 -3.74 -4.83
C 1.69 -3.36 0.87
C 1.82 6.74 4.23
H 4.53 2.84 -0.85
N 2.05 2.53 2.42
C -2.64 2.53 -0.86
N -0.48 1.72 2.63
H 2.13 -4.30 -4.55
C 0.75 -6.36 -0.89
C -1.11 -3.41 4.33
C -3.28 -1.51 -1.41
C -1.91 -3.74 3.25
C -0.07 2.69 3.45
H 1.78 0.71 -3.11
H -0.31 -6.50 -1.10
H -2.75 3.14 5.43
C 1.26 5.61 3.65
N 4.29 2.60 0.10
H 0.44 -0.79 2.87
C 1.75 -3.45 -5.12
C -1.72 1.28 2.80
H 0.84 -3.74 -5.63
N -2.92 -3.12 -2.84
C -3.88 -2.26 -2.37
C 2.99 6.64 4.96
C -2.57 1.77 3.79
C 0.71 -2.29 -3.14
C -1.83 -2.99 2.09
C 1.58 -0.33 -3.33
C -1.85 3.72 -1.34
C 1.71 -4.72 0.74
N 2.93 2.02 1.82
H -4.51 2.03 -0.24
C 1.90 4.38 3.82
I 0.96 -1.68 5.76
H -2.46 4.43 -1.89
C 3.09 4.28 4.53
C -0.25 -2.32 4.21
N 0.73 -1.09 -2.57
H 4.54 5.34 5.70
C 3.63 5.41 5.12
H -4.19 -4.16 -4.11
H -2.60 -4.57 3.32
H 0.34 5.68 3.08
H 1.06 -7.08 -0.14
S 1.74 2.24 -0.60
H 2.49 -3.16 -5.85
C -0.83 3.24 4.47

=====

(3)
77
Properties=species:S:1:pos:R:3 method="wB97M-V/def2-TZVPD" de_lowest_kcal_mol=0.0 e_lumo_ha="0.09197 / 0.08561" s_squared=6.02 homo_energy_ev="-5.44 / -5.79" gap_ev="7.944 / 8.121" spin_multiplicity=5 e_tot_ev=-75323.6978 total_charge=-1
H 1.89 0.89 -2.60
C 3.35 -1.05 2.21
C 1.44 -1.69 -3.00
C 3.50 -1.50 -1.59
C 4.41 -0.12 2.79
C 2.75 0.46 -3.10
H -1.27 0.00 4.92
O 3.54 1.74 -0.16
H -3.05 -2.42 -2.16
C -5.25 0.03 -1.05
H 5.21 -2.90 1.59
H 3.93 -2.75 3.44
H -2.44 0.46 3.67
H -2.89 -0.71 4.90
N 2.10 -0.08 -0.18
H -6.14 -0.60 -0.94
C 3.03 -2.20 3.16
H -5.32 -3.99 2.10
O -3.27 1.52 1.41
H 4.59 0.73 2.13
C -3.98 -0.82 -1.03
H -3.49 -3.44 3.64
C -2.19 1.05 1.03
N -1.84 -0.23 0.86
C 4.74 -2.50 0.70
C -4.61 -3.21 1.84
H 4.75 -2.87 -2.65
C 1.23 2.08 0.22
H 0.75 -1.29 -2.25
H 2.65 0.66 -4.17
H -5.34 0.56 -2.00
C 3.16 -1.01 -0.33
H -3.95 -1.26 -3.15
H 2.19 3.98 0.21
C -3.94 -1.80 -2.20
C -3.58 -2.90 2.71
N -0.22 -3.68 -0.24
C -1.04 2.00 0.77
C 2.43 1.21 -0.07
O 0.15 -2.54 0.20
C 0.08 4.10 0.70
C 1.26 3.46 0.36
H -0.22 -2.33 4.84
H -0.73 -1.13 2.80
C -4.73 -2.53 0.65
H 4.10 0.25 3.77
C -2.07 -0.37 4.27
H 2.33 -2.90 2.70
N 0.09 1.41 0.41
H 3.44 -1.47 -3.68
H 3.64 0.96 -2.73
H -5.53 -2.78 -0.03
C -1.10 3.37 0.92
H -5.24 0.75 -0.24
C 5.11 -2.98 -0.54
H 5.86 -3.75 -0.63
H 0.07 5.18 0.82
H 2.58 -1.82 4.07
O -0.04 -4.57 0.55
H -3.13 -0.14 -1.14
C 2.82 -1.06 -2.87
H 2.42 -0.47 2.09
H -1.81 -3.07 4.90
C 4.48 -2.48 -1.67
C -3.83 -1.53 0.30
Cr 0.12 -0.59 0.23
H 1.02 -1.49 -3.98
C -1.05 -2.67 4.22
H -4.81 -2.46 -2.19
C -2.80 -1.22 1.19
H -2.03 3.83 1.20
H 5.35 -0.66 2.91
H -0.68 -3.48 3.59
C -2.66 -1.91 2.40
C -1.57 -1.51 3.38
H 1.47 -2.77 -2.85
C 3.76 -1.53 0.83

=====

(4)
75
Properties=species:S:1:pos:R:3 method="wB97M-V/def2-TZVPD" e_lumo_ha="-0.11095 / -0.11478" s_squared=20.00 homo_energy_ev="-7.63 / -11.07" gap_ev="4.611 / 7.944" spin_multiplicity=9 e_tot_ev=-307549.5146
C 3.32 3.52 0.48
H 1.19 -0.43 3.93
F -0.89 2.13 -4.84
F -6.59 2.31 -2.80
C -0.94 -5.66 -0.76
F -2.36 -0.67 0.68
O 1.45 4.82 0.91
H -0.70 -7.79 -0.75
H 3.26 5.67 1.10
H 0.05 -0.85 6.03
H 3.05 4.49 2.40
F -4.29 2.60 -1.75
O 2.18 2.98 -0.04
F -2.22 4.13 -5.03
O -2.61 -3.16 -2.48
C 2.19 -3.07 -0.27
F -4.40 2.95 -4.17
C -1.51 -7.09 -0.96
Pt -3.43 -1.28 -3.57
H 5.03 4.57 -0.07
C 1.07 3.82 0.12
As -1.33 -0.03 -0.67
O -2.03 -4.74 -0.96
H -0.11 -6.06 -2.75
H 1.92 0.19 0.11
H 2.47 -3.54 0.67
O 3.39 -0.34 1.49
As -5.72 1.51 -1.41
H 3.74 4.68 -1.35
H 3.70 2.77 1.17
H -0.43 -5.39 0.16
C -0.22 0.04 5.47
O 1.52 2.53 3.93
H 0.51 1.08 2.71
C 0.02 -5.32 -1.96
C 2.44 2.06 4.80
F -2.82 0.90 -3.83
H 1.54 -1.11 1.20
F -0.26 0.63 -2.00
H 1.06 -5.54 -1.72
C -1.78 -3.88 -1.96
O 5.52 -0.81 1.93
F -4.87 0.77 0.05
H -2.36 -7.28 -0.31
H 1.10 -3.03 -0.23
F -2.29 1.49 -0.81
F -7.10 0.28 -1.13
F -0.34 0.90 0.57
H 2.60 -3.54 -1.17
F -2.34 -0.79 -1.95
F -0.42 -1.55 -0.62
F -2.21 3.04 -2.74
C 3.00 -1.67 -0.29
C 0.51 1.49 3.71
H 3.10 -1.13 -1.23
F -6.45 2.68 -0.29
H -1.12 -0.30 4.97
O -0.54 -4.14 -2.48
H 4.77 3.26 -1.25
As -2.58 2.54 -4.44
F -5.06 0.26 -2.49
H -1.72 -7.38 -1.99
F -2.99 1.74 -6.04
C 0.93 0.41 4.56
Mn -2.27 3.60 -0.90
C 4.28 4.04 -0.65
C 2.80 4.72 1.36
C 4.54 -1.06 1.26
C 2.35 -0.68 0.60
O 3.41 2.59 5.10
O -0.08 3.55 -0.30
O 1.96 1.00 5.40
H -0.52 1.69 4.00
O 4.33 -1.93 0.32
H -0.40 0.81 6.21

=====

(5)
88
Properties=species:S:1:pos:R:3 method="wB97M-V/def2-TZVPD" e_lumo_ha="0.01861 / -0.01698" s_squared=2.01 homo_energy_ev="-8.08 / -8.12" gap_ev="8.583 / 7.659" spin_multiplicity=3 e_tot_ev=-127300.5359
C 2.68 -0.61 3.29
H 2.01 -5.31 1.18
C 1.67 -0.89 2.38
H 3.61 -3.45 1.77
C 4.15 -3.63 0.84
H 3.64 -1.09 3.18
C -0.48 5.62 1.89
C 1.82 1.11 -2.26
P 0.19 0.89 -1.49
H -1.24 0.24 -3.84
C -2.10 -1.61 2.21
C -2.29 1.99 -4.49
C -1.11 3.37 1.25
C 1.22 0.91 4.45
H -0.76 1.11 3.66
H 4.95 -4.35 1.04
C 4.37 1.48 -3.30
C -2.79 5.02 1.79
H 1.21 2.60 -3.68
S -2.61 -2.28 -2.06
H -3.84 5.28 1.89
C 2.57 -5.48 0.25
C 4.16 0.56 -2.28
H 4.78 -5.16 -1.35
C 0.42 -0.27 2.51
C -2.60 3.31 -4.20
H -2.42 0.88 0.24
H 4.60 -2.69 0.52
C 3.20 -4.17 -0.24
H -5.38 -2.44 2.19
H 1.83 -1.57 1.55
C -3.86 -1.90 -3.35
F -3.90 -2.88 -4.25
C 2.14 -3.18 -0.49
C -1.69 -2.37 3.31
H -4.65 -3.78 4.14
C 2.89 0.37 -1.76
C -1.70 1.00 1.07
H 2.72 -0.38 -1.00
H 1.23 1.34 0.61
C 1.28 -2.35 -0.69
C -3.94 -3.17 3.60
O -1.32 -2.30 -2.75
C 0.20 0.63 3.55
H -3.25 3.87 -4.86
C -1.47 1.28 -3.63
P -0.87 -0.64 1.29
C -4.34 -2.42 2.51
H 0.84 2.83 -0.23
C -3.43 -1.64 1.81
H 3.33 -4.82 -2.30
H 0.30 6.34 2.09
H -2.34 4.95 -2.83
N -0.75 2.07 0.86
F -5.06 -1.78 -2.79
C -2.61 -3.15 4.00
C 0.43 1.87 0.06
H -2.70 1.52 -5.37
H -0.65 -2.35 3.62
H -0.85 3.70 -1.33
H -2.28 -3.74 4.84
O -2.63 -1.11 -1.16
H 5.37 1.62 -3.71
Ni -0.34 -1.31 -0.91
C 3.99 -4.43 -1.53
C -1.25 3.21 -2.21
H 3.47 2.92 -4.60
C -2.09 3.92 -3.06
H 0.92 4.06 1.46
H 1.88 -5.87 -0.49
C -1.81 5.97 2.03
F -3.59 -0.75 -3.98
H 3.24 0.51 5.03
H -3.75 -1.09 0.94
H 4.99 -0.02 -1.89
C 3.31 2.21 -3.80
O -3.07 -3.51 -1.49
H -3.24 3.03 1.18
H -2.09 6.98 2.33
H -2.28 1.21 1.97
C 2.03 2.03 -3.28
C 2.45 0.29 4.32
H 3.34 -6.22 0.44
C -2.45 3.74 1.40
H 1.04 1.61 5.26
C -0.13 4.33 1.51
H 4.44 -3.51 -1.90
C -0.94 1.88 -2.50

=====

(6)
89
Properties=species:S:1:pos:R:3 method="wB97M-V/def2-TZVPD" smiles="CCCOC[C@@]1(P(C)CC)O[C@@](N=C=O)(OC[C@@H](C)CC(C)C)[C@](CC(=O)Cl)([PH2]=O)[N@@H+](S(=O)(=O)C(F)(F)C(F)(F)C(F)(F)F)[C@@H]1CN" e_lumo_ha=-0.12048 homo_energy_ev=-11.17 gap_ev=7.888 e_tot_ev=-108405.5155 total_charge=+1
H -2.78 2.60 -2.73
O -0.90 -2.01 1.41
C 1.47 -1.10 0.50
P 3.63 -1.12 -2.07
H 3.41 1.80 -2.70
C -3.46 1.55 -0.98
C -3.53 -1.17 3.70
H -1.33 -3.00 -3.46
O 5.40 1.06 -0.26
F 2.25 1.16 5.17
H -4.18 -1.60 4.47
H -0.97 -1.29 -3.24
O 1.00 1.88 -2.17
H -4.90 1.68 -2.62
H -3.71 0.76 1.03
H -2.93 0.61 -1.20
H -1.40 -1.60 3.74
H -4.15 -1.03 2.80
H -2.06 -5.29 -0.18
H 1.00 -0.69 1.38
C -1.18 -2.22 -2.71
S 2.30 1.42 1.21
C -0.72 4.07 -0.77
C 4.96 1.51 -1.25
C -2.68 2.69 -1.65
C -2.32 -2.09 3.41
C 1.25 0.53 -2.03
H -2.98 -2.13 1.34
C -3.51 1.72 0.55
C -1.81 -4.46 -0.85
H 0.00 -4.09 0.27
H 2.73 -2.14 -2.40
N 2.53 -0.01 0.13
C 2.17 0.72 2.94
F 0.93 0.29 3.16
C -2.14 -2.50 1.94
O 4.67 -1.45 -1.07
H -4.31 2.42 0.83
H -2.11 -4.74 -1.86
H -5.29 0.43 -1.42
O 1.04 1.95 0.83
H -1.02 1.95 -0.49
C 1.45 0.56 -4.36
C 2.57 1.78 4.03
C 0.30 -1.20 -0.53
C -0.98 -1.11 0.34
H 0.24 -5.00 -1.21
H -2.42 -3.61 -0.55
H 2.79 -2.20 1.80
N 2.74 -3.19 -0.08
H 3.47 -0.42 0.34
H -2.43 -2.99 4.01
C -1.17 2.69 -1.27
H -2.56 2.08 0.96
P 0.30 -2.69 -1.74
C 2.64 0.33 -1.34
F 0.58 2.96 3.55
F 3.88 1.98 3.98
H -2.13 -3.59 1.85
H -5.55 2.14 -1.06
H -1.18 4.33 0.18
H -3.21 -0.18 4.03
H 3.75 -3.17 -0.04
C 2.11 -2.41 0.97
H -0.24 3.15 -3.15
H -1.86 -1.26 -0.29
N 1.38 -0.12 -3.35
H -1.01 4.83 -1.51
O 1.51 1.19 -5.32
H 0.37 4.12 -0.67
Cl 5.99 2.27 -2.46
C -0.36 2.28 -2.49
H -3.11 3.65 -1.36
H 2.46 -4.17 -0.03
F 2.43 4.00 3.21
H 4.11 -0.53 -3.24
C 3.49 1.59 -1.63
O 0.18 -0.03 -1.33
H 1.29 -2.98 1.42
H -2.11 -2.11 -2.14
F 1.76 3.64 5.22
H -1.02 -0.07 0.71
C -4.88 1.44 -1.56
O 3.50 2.18 1.24
H -0.86 1.51 -3.09
C 1.81 3.15 4.00
C -0.31 -4.15 -0.77
H 3.09 2.48 -1.14
F 3.04 -0.30 3.04